(1)
ORCA calculation (the ωB97M-V functional and the def2-TZVPD basis) on a 9-piece molecular cluster, C43H103N5O13 overall.

Computed properties:
Strongest force on any atom, eV/Å: 4.14
HOMO energy, Ha: -0.3007
Structure (SMILES): CC1(C)CCCC(C)(C)N1O.CC1(C)CCCC(C)(C)N1O.CC1(C)CCCC(C)(C)N1O.COC[C@H](C)N.COC[C@H](C)N.OCCO.OCCO.OCCO.OCCO
Relative energy (zero: lowest compared OMol25 entry of this formula, charge and spin), kJ/mol: 334.3
DFT total energy, eV: -80319.9427

The geometry in ORCA input format:
```
! RIJCOSX wB97M-V def2-TZVPD def2/J DEFGRID3
* xyz 0 1
C 6.87 -3.56 -0.58
C 5.88 -3.94 0.61
C 5.96 -2.79 1.68
C 5.28 -1.50 1.22
C 3.75 -1.93 0.98
C 3.51 -3.12 -0.03
N 4.44 -4.20 0.25
O 4.35 -5.27 -0.56
C 2.07 -3.68 0.09
C 3.73 -2.52 -1.49
C 6.55 -5.16 1.35
H 6.53 -2.65 -1.06
H 6.92 -4.31 -1.37
H 7.83 -3.32 -0.11
H 5.35 -3.09 2.54
H 6.99 -2.56 1.94
H 5.72 -1.03 0.34
H 5.29 -0.77 2.04
H 3.21 -1.04 0.66
H 3.29 -2.21 1.93
H 1.92 -4.56 -0.52
H 1.89 -3.93 1.14
H 1.35 -3.01 -0.38
H 4.35 -1.64 -1.34
H 4.13 -3.32 -2.12
H 2.83 -2.13 -1.98
H 5.80 -5.72 1.91
H 7.36 -5.00 2.07
H 6.88 -5.85 0.58
H 4.07 -5.95 0.06
C 0.21 3.47 1.83
C -0.26 4.83 1.25
C -0.31 5.80 2.45
C 0.95 6.60 2.73
C 1.48 7.15 1.42
C 1.78 6.02 0.39
N 0.53 5.32 0.13
O 0.68 4.29 -0.78
C 2.19 6.78 -0.91
C 3.02 5.12 0.83
C -1.71 4.63 0.87
H -0.53 2.80 2.25
H 0.97 3.62 2.60
H 0.72 2.82 1.12
H -1.09 6.55 2.30
H -0.60 5.24 3.33
H 1.69 5.97 3.21
H 0.74 7.44 3.40
H 2.43 7.57 1.77
H 0.79 7.89 1.01
H 1.47 7.58 -1.10
H 3.19 7.20 -0.91
H 2.01 6.16 -1.79
H 3.93 5.71 0.86
H 2.91 4.78 1.86
H 3.17 4.30 0.13
H -2.08 5.62 0.62
H -2.37 4.24 1.64
H -1.78 3.97 0.00
H 0.22 4.72 -1.51
C -3.73 2.02 -5.53
C -3.15 2.18 -4.08
C -3.35 3.59 -3.60
C -4.66 3.92 -2.97
C -4.93 2.80 -1.93
C -5.04 1.34 -2.47
N -3.72 1.16 -3.10
O -3.44 -0.21 -3.40
C -5.32 0.43 -1.27
C -6.17 1.12 -3.44
C -1.54 2.00 -4.07
H -3.10 2.37 -6.34
H -4.65 2.60 -5.57
H -3.91 0.96 -5.74
H -2.55 3.95 -2.95
H -3.34 4.36 -4.36
H -5.41 4.03 -3.75
H -4.55 4.87 -2.45
H -5.86 3.01 -1.40
H -4.23 2.81 -1.10
H -5.45 -0.58 -1.65
H -4.45 0.24 -0.63
H -6.08 0.78 -0.57
H -6.36 1.78 -4.29
H -6.32 0.10 -3.79
H -7.04 1.25 -2.80
H -1.33 1.03 -4.51
H -1.03 2.10 -3.11
H -1.12 2.82 -4.66
H -4.06 -0.48 -4.09
C -5.49 -1.68 1.85
C -4.40 -2.72 2.05
O -3.34 -2.29 2.97
O -6.26 -1.68 2.99
H -6.16 -1.92 1.02
H -5.15 -0.66 1.69
H -4.00 -2.90 1.05
H -4.86 -3.68 2.27
H -2.81 -3.07 3.15
H -5.72 -1.28 3.67
C -2.55 1.35 4.60
C -4.02 0.75 4.36
O -4.14 -0.53 4.91
O -2.46 2.02 5.79
H -2.29 2.03 3.78
H -1.82 0.56 4.40
H -4.16 0.69 3.28
H -4.78 1.45 4.70
H -3.53 -1.09 4.42
H -2.83 1.49 6.50
C 0.04 -3.71 -3.28
C -1.40 -3.37 -3.07
O -1.68 -3.19 -1.74
O 0.40 -3.96 -4.66
H 0.26 -4.62 -2.71
H 0.71 -2.97 -2.84
H -2.08 -4.17 -3.36
H -1.60 -2.51 -3.72
H -2.17 -2.37 -1.67
H 1.34 -4.13 -4.65
C -1.17 0.64 -0.46
C -0.33 0.03 0.73
O -1.13 -0.03 1.90
O -2.09 -0.40 -0.84
H -0.46 0.86 -1.26
H -1.78 1.52 -0.22
H 0.65 0.44 0.97
H -0.22 -1.05 0.58
H -1.80 -0.70 1.74
H -2.70 0.04 -1.43
C 0.04 -3.46 3.49
C -0.87 -4.53 4.15
C -1.22 -4.16 5.66
O -1.87 -5.29 6.38
C -1.13 -5.92 7.45
N -2.08 -4.62 3.42
H 0.93 -3.30 4.10
H -0.50 -2.51 3.44
H 0.25 -3.77 2.47
H -0.37 -5.50 4.13
H -1.96 -3.37 5.81
H -0.37 -3.84 6.27
H -1.66 -6.68 8.01
H -0.75 -5.29 8.24
H -0.24 -6.34 6.96
H -2.59 -5.42 3.77
H -1.76 -5.01 2.55
C 5.73 0.15 -5.15
C 4.66 -0.66 -4.40
C 3.48 0.17 -3.71
O 4.13 0.91 -2.69
C 3.25 1.64 -1.78
N 3.96 -1.49 -5.42
H 5.26 0.82 -5.87
H 6.48 -0.47 -5.64
H 6.31 0.65 -4.37
H 5.06 -1.38 -3.67
H 2.72 -0.52 -3.38
H 3.00 0.82 -4.44
H 2.66 1.00 -1.12
H 2.56 2.32 -2.28
H 3.84 2.20 -1.05
H 4.61 -2.18 -5.78
H 3.88 -0.95 -6.28
*
```

(2)
ORCA calculation (the ωB97M-V functional and the def2-TZVPD basis) on a 2-piece molecular cluster, C6H11NO overall.

Computed properties:
Strongest force on any atom, eV/Å: 3.79
HOMO energy, Ha: -0.3505
Structure (SMILES): [H]/N=C/C(C)=O.C=CC
Relative energy (zero: lowest compared OMol25 entry of this formula, charge and spin), kJ/mol: 248.0
DFT total energy, eV: -9935.8837

The geometry in ORCA input format:
```
! RIJCOSX wB97M-V def2-TZVPD def2/J DEFGRID3
* xyz 0 1
C -2.08 -1.36 -0.51
C -1.18 -0.81 0.56
C -1.08 0.75 0.49
N -1.63 1.39 -0.44
O -1.03 -1.32 1.65
H -1.52 2.40 -0.40
H -0.60 1.18 1.38
H -1.79 -0.96 -1.48
H -3.10 -1.02 -0.33
H -2.05 -2.45 -0.49
C 2.34 0.62 0.88
C 1.53 -0.20 -0.06
C 1.24 0.07 -1.32
H 1.02 -1.12 0.42
H 2.46 1.63 0.51
H 3.33 0.18 1.01
H 1.86 0.64 1.86
H 1.59 0.97 -1.80
H 0.68 -0.62 -1.93
*
```

(3)
ORCA calculation (the ωB97M-V functional and the def2-TZVPD basis) on one molecule with the formula C28H26N2O4.

Computed properties:
Strongest force on any atom, eV/Å: 1.01
HOMO energy, Ha: -0.3285
Structure (SMILES): Cc1cc(C)nc(O[C@@H](C(=O)O)C(OCc2ccccc2)(c2ccccc2)c2ccccc2)n1
Relative energy (zero: lowest compared OMol25 entry of this formula, charge and spin), kJ/mol: 0.0
DFT total energy, eV: -40629.1611

The geometry in ORCA input format:
```
! RIJCOSX wB97M-V def2-TZVPD def2/J DEFGRID3
* xyz 0 1
C 2.64 2.40 -4.21
C 2.50 1.42 -3.09
N 1.48 1.59 -2.26
C 1.36 0.73 -1.27
N 2.17 -0.30 -1.01
C 3.19 -0.48 -1.84
C 3.40 0.37 -2.92
H 4.23 0.22 -3.59
C 4.09 -1.64 -1.56
H 4.16 -2.29 -2.44
H 5.09 -1.29 -1.32
H 3.69 -2.21 -0.72
O 0.31 0.92 -0.48
C 0.19 0.03 0.61
C 1.27 0.38 1.63
O 1.93 1.38 1.59
O 1.43 -0.55 2.57
H 2.13 -0.28 3.19
H 0.36 -1.00 0.26
C -1.25 0.21 1.18
C -1.69 -0.88 2.15
C -1.02 -2.09 2.34
C -1.55 -3.04 3.21
C -2.74 -2.81 3.87
C -3.42 -1.62 3.66
C -2.90 -0.67 2.80
H -3.43 0.25 2.63
H -4.35 -1.43 4.16
H -3.14 -3.56 4.54
H -1.02 -3.97 3.36
H -0.09 -2.30 1.84
C -1.27 1.57 1.85
C -1.53 2.71 1.10
C -1.49 3.96 1.70
C -1.17 4.08 3.04
C -0.89 2.95 3.78
C -0.94 1.70 3.19
H -0.72 0.82 3.78
H -0.63 3.04 4.83
H -1.13 5.06 3.50
H -1.70 4.84 1.11
H -1.77 2.60 0.06
O -2.19 0.27 0.11
C -2.41 -0.92 -0.63
C -1.40 -1.17 -1.72
C -1.24 -0.24 -2.74
C -0.31 -0.44 -3.74
C 0.48 -1.58 -3.73
C 0.33 -2.52 -2.72
C -0.61 -2.31 -1.72
H -0.73 -3.04 -0.93
H 0.94 -3.40 -2.70
H 1.21 -1.74 -4.51
H -0.19 0.29 -4.52
H -1.85 0.66 -2.73
H -3.40 -0.76 -1.09
H -2.48 -1.79 0.04
H 2.63 1.87 -5.17
H 3.58 2.94 -4.12
H 1.81 3.10 -4.17
*
```

(4)
ORCA calculation (the ωB97M-V functional and the def2-TZVPD basis) on a 21-piece molecular cluster, C33H55Cl40NO5S overall.

Computed properties:
Strongest force on any atom, eV/Å: 9.21
HOMO energy, Ha: -0.2807
DFT total energy, eV: -558558.5110

The geometry in ORCA input format:
```
! RIJCOSX wB97M-V def2-TZVPD def2/J DEFGRID3
* xyz 0 1
O 0.89 -1.12 0.87
C 0.22 0.03 0.76
O -0.81 0.59 1.70
C -1.68 1.57 0.98
O -2.94 1.66 1.41
C -0.82 2.23 -0.22
C -0.92 3.54 -1.17
S -2.40 4.65 -0.94
O -3.16 4.51 0.40
O -1.87 6.13 -0.98
C 0.29 1.25 -0.34
C 1.57 1.22 -1.41
C 2.64 2.44 -1.20
C 3.57 2.28 0.17
C 4.76 3.46 0.26
N 4.21 4.85 -0.01
C 4.02 5.63 -1.30
C 3.38 7.13 -1.06
C 3.14 7.18 0.59
C 3.68 5.73 1.15
H 0.04 4.23 -1.09
H -0.95 3.15 -2.30
H -3.26 4.55 -2.09
H 2.13 0.19 -1.19
H 1.16 1.18 -2.53
H 3.41 2.37 -2.10
H 2.14 3.50 -1.28
H 2.91 2.29 1.15
H 4.15 1.24 0.11
H 5.16 3.45 1.38
H 5.68 3.17 -0.43
H 4.32 5.19 -2.34
H 3.12 7.98 -1.84
H 2.66 8.07 1.21
H 3.65 5.42 2.30
C 7.15 -0.15 0.09
Cl 5.73 0.02 1.13
Cl 7.14 1.07 -1.19
H 8.05 -0.02 0.70
H 7.14 -1.14 -0.36
C 2.18 -3.31 -1.33
Cl 3.24 -1.91 -1.60
Cl 1.96 -4.23 -2.82
H 2.63 -3.95 -0.58
H 1.21 -2.95 -0.99
C 6.37 -0.78 5.08
Cl 8.00 -0.95 4.41
Cl 5.72 0.83 4.75
H 5.72 -1.53 4.62
H 6.41 -0.94 6.16
C 2.71 -2.35 4.23
Cl 4.22 -3.27 4.23
Cl 3.02 -0.62 4.13
H 2.10 -2.66 3.37
H 2.17 -2.56 5.16
C -4.13 1.09 -1.65
Cl -2.50 0.92 -2.31
Cl -4.78 2.70 -1.97
H -4.78 0.35 -2.11
H -4.09 0.94 -0.57
C 0.40 -6.88 -1.16
Cl 1.03 -6.89 0.49
Cl -0.06 -8.51 -1.68
H -0.47 -6.23 -1.20
H 1.18 -6.50 -1.83
C 3.00 -3.91 -6.67
Cl 3.41 -5.48 -7.36
Cl 4.18 -2.68 -7.13
H 2.01 -3.61 -7.03
H 2.98 -3.99 -5.58
C 3.42 2.49 -5.37
Cl 4.46 1.88 -4.07
Cl 2.38 3.80 -4.79
H 4.04 2.86 -6.18
H 2.79 1.67 -5.73
C 5.75 -7.06 4.38
Cl 6.81 -5.67 4.12
Cl 5.53 -7.98 2.89
H 6.20 -7.71 5.14
H 4.78 -6.70 4.73
C 0.60 9.39 -2.79
Cl 1.01 7.82 -3.48
Cl 1.78 10.62 -3.26
H -0.39 9.69 -3.15
H 0.58 9.31 -1.70
C 1.45 -8.91 -7.48
Cl 0.13 -8.11 -8.34
Cl 0.92 -9.51 -5.90
H 1.80 -9.76 -8.08
H 2.27 -8.20 -7.34
C 0.10 -0.26 6.25
Cl 0.73 -0.27 7.91
Cl -0.36 -1.89 5.74
H -0.77 0.39 6.21
H 0.88 0.12 5.58
C -0.84 -4.08 8.58
Cl -1.63 -5.66 8.52
Cl 0.75 -4.18 9.34
H -0.73 -3.70 7.56
H -1.47 -3.39 9.15
C -3.85 -7.31 5.46
Cl -2.79 -5.92 5.20
Cl -4.07 -8.24 3.97
H -3.40 -7.96 6.22
H -4.82 -6.96 5.80
C -8.49 3.49 -1.95
Cl -10.06 4.27 -2.18
Cl -8.63 1.73 -2.13
H -7.79 3.86 -2.70
H -8.12 3.71 -0.95
C 5.83 -11.61 2.21
Cl 6.74 -12.92 2.97
Cl 6.38 -11.33 0.56
H 4.77 -11.87 2.20
H 5.98 -10.69 2.80
C -0.42 3.78 6.36
Cl 0.64 5.17 6.10
Cl -0.64 2.85 4.87
H 0.02 3.13 7.12
H -1.40 4.13 6.71
C -12.52 0.76 -2.80
Cl -13.84 1.56 -3.66
Cl -13.06 0.17 -1.22
H -12.17 -0.09 -3.39
H -11.71 1.47 -2.65
C -7.09 7.02 -2.27
Cl -8.76 6.91 -1.72
Cl -6.17 5.58 -1.80
H -7.08 7.10 -3.36
H -6.62 7.90 -1.83
C -12.85 4.61 -6.57
Cl -12.23 4.60 -4.92
Cl -13.32 2.99 -7.09
H -13.73 5.26 -6.61
H -12.08 4.99 -7.24
*
```

(5)
ORCA calculation (the ωB97M-V functional and the def2-TZVPD basis) on a 11-piece molecular cluster, H22O11 overall.

Computed properties:
Strongest force on any atom, eV/Å: 1.50
HOMO energy, Ha: -0.3907
Structure (SMILES): O.O.O.O.O.O.O.O.O.O.O
Relative energy (zero: lowest compared OMol25 entry of this formula, charge and spin), kJ/mol: 73.4
DFT total energy, eV: -22880.7534

The geometry in ORCA input format:
```
! RIJCOSX wB97M-V def2-TZVPD def2/J DEFGRID3
* xyz 0 1
O 7.87 8.16 9.21
H 8.49 8.75 8.77
H 8.24 7.28 9.04
O 7.97 3.30 6.85
H 8.92 3.45 7.01
H 7.68 4.22 6.82
O 4.72 6.92 5.56
H 4.49 7.69 6.06
H 4.13 6.83 4.80
O 6.49 4.25 4.42
H 5.82 3.56 4.46
H 7.31 3.75 4.48
O 5.27 8.57 7.79
H 4.45 8.65 8.28
H 6.01 8.49 8.42
O 9.27 6.12 7.11
H 8.72 6.70 6.59
H 8.79 5.74 7.85
O 3.46 4.76 8.19
H 3.43 4.77 7.22
H 4.33 5.15 8.33
O 6.19 5.77 7.58
H 5.69 6.22 6.88
H 6.40 6.41 8.26
O 6.04 5.52 11.55
H 5.29 4.99 11.89
H 5.72 6.44 11.54
O 8.19 5.28 9.54
H 7.78 5.44 10.42
H 7.71 4.52 9.15
O 7.66 6.93 4.91
H 6.71 7.11 4.89
H 7.63 6.09 4.50
*
```